No. 1
Below is a single C4H5NO2 molecule in a non-equilibrium geometry, with properties calculated with wB97M-V/def2-TZVPD.

XYZ file:
```
12
Properties=species:S:1:pos:R:3:forces:R:3
O 2.5355 -0.4103 -0.7081 -1.27 -0.11 0.05
C 1.3854 -0.3100 -0.4056 -0.71 -0.79 -0.02
C 0.7276 0.5515 0.6419 0.35 -0.62 -0.47
C -0.4544 1.2852 0.1066 -0.19 -0.19 -0.30
N -0.6296 0.0364 0.8283 -0.93 -0.94 -0.65
C -1.1132 -1.2087 -0.0856 -1.35 1.71 1.22
O -1.9081 -1.0974 -0.9860 0.99 0.43 0.84
H 0.3649 -1.0023 -0.7163 3.14 0.88 -0.82
H 1.4034 0.8849 1.4399 -0.74 -0.13 -0.05
H -0.6066 1.2153 -0.9675 0.00 0.06 -0.06
H -0.7912 2.2385 0.5353 0.14 -0.66 0.11
H -0.9932 -2.1811 0.4219 0.59 0.35 0.14
```
Forces are in eV/Å.

Properties
ΔE to the lowest compared entry with this formula, charge and spin: 81.2 kcal/mol
SMILES string: O=C[C@H]1CN1C=O

=====

No. 2
Below is a single C5H8S molecule in a non-equilibrium geometry, with properties calculated with wB97M-V/def2-TZVPD.

XYZ file:
```
14
Properties=species:S:1:pos:R:3:forces:R:3
C 0.2657 -1.5428 -1.3290 0.02 3.19 0.41
C -0.1438 -0.4725 -0.6178 0.65 -1.69 1.10
C -0.5575 -0.4853 0.9604 1.96 0.04 -2.87
C -0.0398 0.8718 1.4378 -1.19 -0.41 3.62
C 0.0848 0.9426 -1.0583 2.78 0.23 -0.57
H 0.2524 -2.5020 -0.9551 -0.12 -1.96 0.78
H 0.8830 -1.3377 -2.1888 -0.40 -0.21 -0.65
H -1.6027 -0.5066 0.8164 -1.42 0.02 0.98
H -0.1333 -1.3382 1.4885 -0.22 -0.06 -0.15
H 1.0086 0.8999 1.8014 -0.17 -0.10 -1.14
H -0.5529 1.2095 2.4165 0.34 -0.64 -1.42
H 1.2342 1.0302 -0.8584 -1.67 0.20 -0.81
H -0.0912 1.2621 -2.1407 -0.15 -0.61 1.68
S -0.6074 1.9691 0.2270 -0.40 2.01 -0.97
```
Forces are in eV/Å.

Properties
ΔE to the lowest compared entry with this formula, charge and spin: 31.9 kcal/mol
SMILES string: C=C1CCSC1

=====

No. 3
Below is a molecular structure, C43H67AsBBiN7O2, with properties calculated with wB97M-V/def2-TZVPD.

XYZ file:
```
122
Properties=species:S:1:pos:R:3:forces:R:3
Bi -0.2632 -0.1985 0.1555 0.05 -0.02 -0.07
C 3.0404 0.5072 3.2111 0.00 -0.02 0.00
C 2.6615 1.7790 2.4481 -0.02 0.02 0.02
C 3.4985 2.9646 2.9124 0.00 -0.01 0.00
C 2.7826 1.5559 0.9668 -0.04 0.00 -0.03
C 3.4895 2.2667 -0.0151 0.07 -0.03 -0.01
C 3.3112 1.5665 -1.1900 -0.14 0.00 -0.10
C 3.8636 1.9349 -2.5373 -0.02 0.08 0.00
C 5.1390 1.1707 -2.8927 0.00 0.00 -0.03
C 2.7985 1.8410 -3.6265 0.03 -0.03 -0.03
N 2.5050 0.4986 -0.9257 0.14 -0.11 0.13
N 2.1966 0.5100 0.4140 0.05 0.02 0.01
B 2.4250 -0.9351 -1.5847 0.05 0.09 -0.04
N 1.1787 -1.1488 -2.4953 -0.02 -0.05 0.06
N -0.0852 -0.9450 -2.0034 -0.08 0.13 -0.02
C -0.9645 -1.5217 -2.8339 0.01 -0.08 0.04
C -0.2623 -2.0758 -3.8949 0.00 0.03 0.00
C 1.0785 -1.8554 -3.6423 0.03 0.00 0.00
C 2.1829 -2.4703 -4.4626 -0.04 -0.05 -0.03
C 2.8470 -3.6112 -3.6878 -0.01 0.05 0.02
C 3.2048 -1.5150 -5.0702 0.01 0.01 -0.01
C -2.4315 -1.6771 -2.5721 -0.02 0.02 0.01
C -3.2672 -1.0096 -3.6637 -0.01 0.00 -0.01
C -2.7688 -3.1665 -2.4500 0.01 -0.01 -0.01
N 2.3176 -1.9542 -0.4128 -0.04 -0.09 -0.13
N 1.1022 -2.1835 0.1851 -0.05 0.06 0.05
C 1.3037 -3.0629 1.1755 -0.07 -0.05 0.05
C 2.6453 -3.4091 1.2112 -0.03 0.05 0.04
C 3.2653 -2.6696 0.2144 0.07 0.09 0.08
C 4.7584 -2.6558 -0.0016 0.01 -0.05 0.05
C 5.3677 -1.3181 -0.4135 0.02 0.00 -0.03
C 5.2321 -3.7913 -0.9115 0.04 0.02 -0.06
C 0.2141 -3.5675 2.0766 0.05 -0.08 -0.01
C -0.9859 -4.0860 1.2858 -0.03 0.03 -0.05
C -0.1834 -2.5293 3.1258 -0.01 0.03 0.03
H 2.8915 0.6468 4.2825 0.00 0.01 0.01
H 4.0913 0.2617 3.0428 0.01 0.00 0.00
H 2.4451 -0.3471 2.8860 -0.01 0.00 -0.01
H 1.6066 1.9884 2.6577 0.02 0.01 0.00
H 4.5595 2.7767 2.7358 0.01 -0.01 0.00
H 3.3664 3.1282 3.9822 -0.01 0.00 0.01
H 3.2285 3.8836 2.3938 -0.01 0.02 -0.01
H 4.0746 3.1625 0.1061 0.02 0.02 0.00
H 4.1420 2.9886 -2.4433 -0.01 -0.02 0.01
H 4.9479 0.1056 -3.0050 0.01 0.05 -0.05
H 5.8970 1.2959 -2.1196 0.01 0.00 0.01
H 5.5466 1.5404 -3.8342 0.00 0.02 -0.01
H 2.4629 0.8150 -3.7719 -0.01 -0.01 0.00
H 3.1922 2.2053 -4.5760 0.01 -0.01 -0.01
H 1.9322 2.4471 -3.3618 -0.05 0.04 0.00
H 3.3853 -1.1463 -2.2445 -0.04 0.01 -0.01
H -0.6687 -2.6210 -4.7291 -0.01 0.00 -0.02
H 1.6445 -2.9206 -5.3013 0.02 0.00 0.01
H 3.3490 -3.2333 -2.7988 -0.12 -0.02 -0.13
H 3.5885 -4.1083 -4.3137 0.01 -0.01 -0.02
H 2.1132 -4.3522 -3.3700 -0.02 -0.01 0.00
H 3.8770 -1.1029 -4.3222 0.01 0.03 0.03
H 2.7257 -0.6899 -5.5975 -0.02 0.01 0.00
H 3.8110 -2.0627 -5.7923 0.02 0.00 0.00
H -2.6579 -1.2167 -1.6168 0.01 -0.02 -0.02
H -3.0737 -1.4717 -4.6331 0.01 -0.01 -0.01
H -3.0455 0.0542 -3.7531 0.02 0.03 0.00
H -4.3297 -1.1250 -3.4482 -0.02 0.00 0.01
H -2.6209 -3.6782 -3.4021 0.01 -0.01 -0.01
H -3.8117 -3.2904 -2.1581 -0.02 0.00 0.00
H -2.1436 -3.6540 -1.7013 0.00 0.01 0.02
H 3.1204 -4.0985 1.8884 0.01 -0.01 0.02
H 5.1391 -2.8755 1.0008 0.01 -0.03 -0.03
H 5.2731 -1.1447 -1.4836 0.02 -0.05 0.13
H 6.4325 -1.3254 -0.1791 0.02 0.00 0.01
H 4.9137 -0.4767 0.1137 -0.02 0.01 0.02
H 4.9542 -3.6100 -1.9505 0.11 -0.02 0.11
H 4.8120 -4.7500 -0.6077 -0.01 -0.01 0.00
H 6.3190 -3.8661 -0.8700 0.01 -0.01 0.01
H 0.6598 -4.4107 2.6115 -0.03 0.00 0.00
H -1.4833 -3.2810 0.7434 0.02 -0.06 0.04
H -1.7207 -4.5237 1.9614 -0.01 0.00 0.01
H -0.6784 -4.8502 0.5713 0.01 -0.01 0.00
H -0.6566 -1.6541 2.6755 -0.01 -0.01 -0.02
H 0.6801 -2.2028 3.7071 0.01 0.01 0.00
H -0.9219 -2.9466 3.8107 0.01 -0.02 0.02
O -4.2647 -0.6178 1.4417 -0.05 -0.01 0.08
C -3.2930 -0.3967 0.7674 -0.07 0.01 -0.12
O -2.1683 -1.0694 0.8163 0.11 -0.03 -0.01
C -3.3423 0.7177 -0.2728 -0.01 0.03 0.03
C -4.5685 1.3450 -0.5556 0.01 -0.03 0.00
C -4.6015 2.2748 -1.5535 0.01 0.01 -0.02
C -3.4222 2.5883 -2.2674 -0.03 0.00 -0.02
C -3.4023 3.5009 -3.3492 0.01 -0.01 0.01
C -2.2424 3.7402 -4.0262 -0.01 0.00 0.01
C -1.0467 3.0926 -3.6417 0.01 0.01 0.03
C -1.0295 2.2182 -2.5928 0.00 0.03 -0.02
C -2.2247 1.9398 -1.8937 -0.02 -0.04 -0.03
N -2.2253 1.0106 -0.8957 0.04 0.07 0.04
H -5.4395 1.0534 0.0126 0.00 0.00 0.01
H -5.5267 2.7711 -1.8196 -0.01 0.00 0.00
H -4.3227 3.9948 -3.6329 -0.01 0.01 0.00
H -2.2321 4.4295 -4.8590 0.01 0.01 -0.01
H -0.1350 3.2946 -4.1880 0.01 0.00 -0.01
H -0.1123 1.7185 -2.3066 0.03 -0.01 0.00
C 0.9469 5.4248 1.8020 0.03 0.01 0.00
C 0.0805 4.4309 2.5668 -0.06 0.02 -0.01
As -0.8717 3.1517 1.4161 0.03 -0.05 -0.03
C -1.9418 2.2918 2.8274 -0.01 0.03 -0.01
C -1.1218 1.3626 3.7136 0.00 -0.02 0.01
C -2.3057 4.3150 0.7385 -0.03 -0.01 0.08
C -1.9429 5.1825 -0.4595 0.00 0.00 -0.02
H 1.5931 5.9801 2.4833 0.00 0.00 0.01
H 0.3423 6.1548 1.2665 0.00 0.00 -0.01
H 1.5846 4.9232 1.0707 0.00 -0.01 0.00
H -0.6771 4.9438 3.1645 0.02 0.01 0.01
H 0.6908 3.8478 3.2570 0.01 -0.01 0.01
H -2.7540 1.7422 2.3442 0.01 0.01 0.01
H -2.4103 3.0817 3.4193 0.00 -0.02 0.01
H -0.6434 0.5642 3.1372 0.01 0.01 0.00
H -1.7488 0.8776 4.4623 0.00 0.00 0.00
H -0.3306 1.8978 4.2415 0.00 0.01 0.00
H -2.6366 4.9282 1.5809 -0.01 -0.01 -0.01
H -3.1351 3.6465 0.4936 0.00 0.01 -0.02
H -1.1664 5.9061 -0.2180 0.00 0.01 0.01
H -2.8130 5.7437 -0.8042 -0.01 0.00 -0.01
H -1.5799 4.5840 -1.2948 0.02 -0.01 -0.01
```
Forces are in eV/Å.

Properties
ΔE to the lowest compared entry with this formula, charge and spin: 0.0 kcal/mol
total charge: +1

=====

No. 4
Below is 6 unconnected molecules or ions with the total composition C26H22F40IO6 in a non-equilibrium geometry, with properties calculated with wB97M-V/def2-TZVPD.

XYZ file:
```
95
Properties=species:S:1:pos:R:3:forces:R:3
O 3.7279 -3.6882 -2.2981 0.09 0.53 -1.56
C 5.1126 -3.2000 -2.2005 0.24 -1.67 -1.30
I 5.0410 -1.2836 -1.1323 -0.03 0.66 -0.21
H 3.2950 -3.4435 -3.1680 0.74 -0.08 1.41
H 5.5387 -3.0017 -3.2822 -1.10 0.25 1.68
C 2.5409 -5.9989 0.1221 0.52 0.97 -0.52
C 1.1774 -6.1686 0.8107 0.14 -0.01 -1.18
C 1.2078 -6.9664 2.1091 -0.23 -0.33 0.61
F 1.6385 -8.2358 1.9221 -0.41 0.42 0.29
F -0.0413 -7.0649 2.6393 -0.22 0.24 -0.05
F 0.2921 -6.6954 -0.0768 0.05 -0.08 0.46
F 0.7112 -4.9111 1.0948 0.15 -0.26 0.49
O 2.8248 -6.9090 -0.9437 -0.08 -1.93 1.16
C 3.3579 -8.1708 -0.5458 0.76 2.52 -0.05
C 2.4309 -9.3422 -0.8916 -0.55 -0.51 -0.19
F 1.2181 -9.2162 -0.2967 0.37 0.07 -0.33
F 2.9504 -10.5228 -0.4593 0.26 0.33 -0.01
F 3.6822 -8.1238 0.7693 0.23 -0.72 -0.63
F 4.5355 -8.3026 -1.2151 -0.75 -0.48 0.08
H 2.5232 -5.0149 -0.3623 -0.06 -0.20 -0.12
H 3.3686 -5.9342 0.8384 -0.31 -0.17 -0.06
H 1.8475 -6.4887 2.8552 0.07 0.12 -0.13
H 2.2715 -9.4121 -1.9716 0.18 0.19 0.07
C 3.8147 4.7701 1.1042 -0.38 0.82 0.63
C 3.3544 3.3098 0.9706 -0.70 0.39 -0.57
C 4.4800 2.2907 0.8368 0.31 -1.53 -0.34
F 5.2316 2.4978 -0.2696 -0.33 -0.17 0.49
F 3.9750 1.0327 0.7210 -0.23 0.80 0.40
F 2.4703 3.2132 -0.0579 0.40 -0.08 0.26
F 2.6399 3.0084 2.1011 0.50 -0.03 0.03
O 3.7984 5.5469 -0.0963 1.35 -0.95 -0.93
C 4.9545 5.4216 -0.9224 -0.31 0.52 1.97
C 4.6414 4.8069 -2.2918 -0.35 -0.69 -0.84
F 4.0988 3.5689 -2.1750 0.07 0.74 0.04
F 5.7720 4.6625 -3.0345 -0.02 0.35 0.45
F 5.9150 4.7452 -0.2465 -0.03 0.64 -0.79
F 5.4327 6.6854 -1.0837 -0.24 -0.45 -0.42
H 3.0850 5.2667 1.7555 -0.04 -0.20 -0.30
H 4.7661 4.8638 1.6411 -0.12 -0.27 -0.29
H 5.1362 2.3050 1.7104 -0.05 0.18 0.10
H 3.9398 5.4316 -2.8522 0.07 0.13 0.22
C 2.2980 4.0124 -6.7871 0.07 -1.14 0.11
C 1.9877 5.1474 -5.7984 0.82 -0.50 0.35
C 1.1320 6.2755 -6.3628 -0.47 0.93 0.15
F 1.7299 6.9032 -7.4022 -0.32 -0.01 0.48
F 0.9155 7.2303 -5.4180 0.09 -0.33 0.10
F 3.1532 5.6182 -5.2799 -0.35 0.15 -0.19
F 1.3134 4.5889 -4.7436 -0.22 0.30 -0.52
O 3.5695 4.0756 -7.4382 -0.34 1.71 -1.03
C 3.6199 4.8950 -8.6048 -1.03 -1.91 0.59
C 4.5623 6.0942 -8.4471 0.57 0.77 0.23
F 4.1918 6.8926 -7.4147 0.19 -0.48 -0.28
F 4.5519 6.8758 -9.5606 -0.21 -0.48 0.01
F 2.3604 5.2547 -8.9524 0.82 0.03 -0.48
F 4.0660 4.0874 -9.6052 0.21 0.68 0.36
H 2.3448 3.0900 -6.1952 0.17 0.33 0.05
H 1.4810 3.8382 -7.4973 0.16 0.34 0.15
H 0.1568 5.9089 -6.6926 0.05 -0.19 0.02
H 5.5903 5.7657 -8.2678 -0.16 -0.22 -0.04
C -0.8159 -3.2020 3.5929 0.68 -0.07 -0.92
C -0.5236 -3.4193 5.0861 0.43 0.96 -0.32
C -1.5611 -4.2524 5.8296 -0.29 -0.47 0.82
F -2.7862 -3.6772 5.8178 0.41 -0.28 0.27
F -1.2182 -4.3855 7.1395 0.25 0.08 -0.18
F -0.3329 -2.2127 5.6833 -0.24 -0.42 0.05
F 0.6816 -4.0671 5.1698 -0.51 -0.29 0.01
O -1.4349 -1.9602 3.2475 -1.82 -0.24 1.01
C -2.8558 -1.9292 3.3701 1.62 -1.16 -1.27
C -3.3382 -0.9316 4.4299 -0.17 0.58 0.73
F -2.8382 -1.2210 5.6575 -0.02 0.17 -0.56
F -4.6930 -0.9606 4.5500 0.21 -0.23 -0.41
F -3.3131 -3.1874 3.5816 -0.48 0.83 -0.26
F -3.3250 -1.5634 2.1462 -0.08 0.29 0.72
H 0.1575 -3.1665 3.0885 -0.16 0.16 0.27
H -1.3277 -4.0572 3.1358 0.00 0.17 0.33
H -1.6443 -5.2560 5.4054 0.11 0.05 -0.16
H -3.0379 0.0889 4.1750 0.06 -0.16 -0.20
C -8.0105 0.2134 2.7052 0.66 -0.91 0.05
C -9.4771 0.4854 2.3349 -0.03 -0.55 0.92
C -9.7123 1.7625 1.5368 -0.65 0.69 -0.48
F -9.3374 2.8704 2.2180 -0.36 -0.32 -0.36
F -11.0355 1.9175 1.2612 0.12 -0.33 0.08
F -10.2347 0.4570 3.4636 0.12 0.25 -0.40
F -9.9037 -0.5744 1.5771 0.21 0.49 -0.22
O -7.6121 0.6016 4.0226 -0.32 1.95 -0.25
C -7.2327 1.9688 4.1696 0.88 -1.75 -1.13
C -8.1617 2.7442 5.1113 -0.66 0.48 0.55
F -9.4458 2.7316 4.6736 0.49 -0.21 0.21
F -7.7963 4.0521 5.1931 0.30 -0.42 -0.21
F -7.1282 2.5373 2.9438 0.30 0.25 0.89
F -5.9713 1.9499 4.6801 -0.74 0.28 0.19
H -7.8858 -0.8764 2.6970 -0.23 0.23 0.16
H -7.3103 0.5727 1.9418 -0.33 0.15 0.16
H -9.1759 1.7418 0.5849 0.10 -0.16 0.05
H -8.1443 2.3191 6.1191 0.18 -0.13 -0.16
```
Forces are in eV/Å.

Properties
total charge: -1

=====

no.,E_LUMO (eV),E_HOMO (eV),E_tot (eV)
1,0.37,-10.2,-9810.7935
2,0.97,-8.5,-16148.2527
3,-3.14,-11.0,-127558.4925
4,1.74,-2.1,-156401.2792